{
  "formula": "C15H9Cl2N2O4",
  "method": "the ωB97M-V functional and the def2-TZVPD basis",
  "lumo_energy_ha": 0.0056,
  "orbital_gap_ev": 3.586,
  "fmax_ev_per_a": 2.422,
  "total_charge": -1,
  "symbols": ["Cl", "C", "C", "C", "O", "C", "Cl", "C", "C", "O", "H", "H", "C", "C", "C", "N", "C", "C", "C", "C", "N", "O", "O", "C", "C", "H", "H", "H", "H", "H", "H", "H"],
  "coordinates": [[3.10, 0.55, 1.72], [1.41, 0.40, 1.84], [0.59, 1.48, 1.73], [-0.88, 1.38, 1.78], [-1.61, 2.37, 1.71], [-1.39, -0.02, 1.92], [-3.09, -0.20, 1.84], [-0.58, -1.07, 2.16], [0.89, -0.99, 2.08], [1.61, -1.98, 2.21], [1.03, 2.46, 1.62], [-1.02, -2.05, 2.34], [-1.04, -1.63, 5.64], [-1.31, -2.81, 4.79], [-2.56, -2.87, 4.15], [-3.62, -2.94, 3.64], [-0.49, -3.97, 4.74], [0.74, -4.09, 5.48], [1.46, -5.27, 5.46], [1.03, -6.35, 4.66], [1.81, -7.54, 4.55], [1.37, -8.46, 3.82], [2.89, -7.63, 5.17], [-0.18, -6.27, 3.94], [-0.90, -5.10, 3.95], [-0.08, -1.67, 6.18], [-1.06, -0.73, 5.01], [-1.85, -1.52, 6.38], [1.09, -3.26, 6.09], [2.37, -5.39, 6.05], [-0.51, -7.14, 3.38], [-1.82, -5.06, 3.36]],
  "mulliken_charge": [-0.166, 0.452, -0.565, 0.294, -0.594, 0.516, -0.143, -0.596, 0.215, -0.588, 0.437, 0.614, -1.541, 0.547, 0.261, -0.706, 1.440, -0.466, -0.707, -0.262, 0.937, -0.665, -0.672, -0.460, -0.740, 0.359, 0.185, 0.315, 0.129, 0.427, 0.427, 0.317]
}

=====

{
  "formula": "C2H3ClN2",
  "method": "the ωB97M-V functional and the def2-TZVPD basis",
  "lumo_energy_ha": [-0.0523, -0.0523],
  "orbital_gap_ev": [8.039, 8.040],
  "fmax_ev_per_a": 5.220,
  "e_above_lowest_ev": 4.858,
  "symbols": ["C", "C", "N", "N", "Cl", "H", "H", "H"],
  "coordinates": [[1.23, -0.25, 1.05], [-0.84, -0.26, -0.89], [1.79, -1.14, 1.52], [0.64, 0.67, 0.39], [-0.15, 2.07, 1.06], [-1.49, -0.95, -0.42], [-1.02, 0.70, -1.20], [-0.15, -0.85, -1.50]],
  "mulliken_charge": [0.463, -0.493, -0.420, -0.390, -0.043, 0.296, 0.325, 0.262]
}

=====

{
  "formula": "C32H34BBrN9O4Ru",
  "method": "the ωB97M-V functional and the def2-TZVPD basis",
  "lumo_energy_ha": [0.0200, -0.0473],
  "multiplicity": 6,
  "orbital_gap_ev": [6.548, 6.370],
  "fmax_ev_per_a": 5.269,
  "e_above_lowest_ev": 0.000,
  "s2": 8.77,
  "symbols": ["Ru", "C", "C", "N", "N", "C", "B", "N", "C", "C", "C", "N", "N", "C", "C", "C", "N", "H", "H", "H", "H", "H", "H", "H", "H", "H", "H", "C", "N", "C", "C", "C", "C", "C", "C", "C", "C", "H", "H", "H", "H", "H", "H", "H", "H", "H", "H", "H", "H", "O", "C", "N", "C", "O", "C", "C", "C", "C", "N", "C", "H", "H", "H", "H", "H", "H", "H", "H", "Br", "C", "C", "C", "C", "C", "C", "C", "O", "O", "H", "H", "H", "H"],
  "coordinates": [[-1.85, -0.63, -0.79], [-2.95, 2.99, -2.89], [-2.16, 2.31, -1.93], [-2.72, 1.07, -1.80], [-3.83, 0.97, -2.58], [-3.91, 2.10, -3.35], [-4.67, -0.30, -2.62], [-4.92, -0.64, -1.13], [-6.09, -0.95, -0.59], [-5.84, -1.57, 0.70], [-4.46, -1.48, 0.87], [-3.93, -0.85, -0.21], [-3.62, -1.45, -3.14], [-3.85, -2.49, -3.95], [-2.67, -3.27, -4.07], [-1.74, -2.58, -3.34], [-2.28, -1.42, -2.74], [-2.90, 4.06, -3.09], [-1.30, 2.58, -1.41], [-4.68, 2.25, -4.02], [-5.59, -0.35, -3.40], [-6.96, -0.69, -1.11], [-6.54, -2.09, 1.34], [-3.78, -1.67, 1.68], [-4.83, -2.72, -4.37], [-2.56, -4.29, -4.54], [-0.66, -2.74, -3.12], [0.77, -5.40, 0.52], [0.93, -4.00, 0.83], [1.85, -3.67, 1.91], [0.04, -2.98, 0.31], [0.73, -2.08, -0.66], [2.01, -2.27, -1.12], [2.60, -1.50, -2.05], [1.84, -0.52, -2.66], [0.48, -0.30, -2.32], [-0.02, -1.05, -1.26], [1.02, -6.06, 1.31], [1.49, -5.64, -0.29], [-0.21, -5.60, 0.16], [2.85, -3.44, 1.67], [1.91, -4.45, 2.71], [1.52, -2.71, 2.38], [-0.37, -2.25, 1.06], [-0.87, -3.42, -0.12], [2.61, -3.10, -0.64], [3.67, -1.62, -2.33], [2.28, 0.16, -3.37], [-0.14, 0.39, -2.90], [4.73, -1.93, 2.64], [5.54, -0.84, 2.25], [4.68, 0.24, 1.80], [5.25, 1.41, 1.33], [6.45, 1.38, 0.97], [4.34, 2.52, 0.98], [4.97, 3.59, 0.35], [4.27, 4.67, -0.06], [2.86, 4.63, 0.07], [2.28, 3.75, 0.83], [2.98, 2.63, 1.24], [5.23, -2.59, 3.15], [6.22, -0.98, 1.39], [6.17, -0.47, 3.12], [3.71, 0.22, 2.16], [6.04, 3.53, 0.23], [4.73, 5.45, -0.63], [2.24, 5.42, -0.34], [2.39, 1.85, 1.71], [0.97, 0.88, 4.24], [-0.04, 2.29, 3.45], [0.17, 3.62, 4.00], [-0.68, 4.63, 3.74], [-1.65, 4.44, 2.76], [-1.79, 3.25, 2.10], [-0.93, 2.15, 2.40], [-0.78, 0.86, 1.57], [0.31, 0.33, 1.33], [-1.92, 0.64, 0.93], [1.05, 3.79, 4.66], [-0.61, 5.58, 4.25], [-2.26, 5.29, 2.43], [-2.63, 3.17, 1.42]],
  "mulliken_charge": [-0.688, -1.174, -0.835, 0.830, 0.024, -0.254, -0.055, 0.084, -0.194, -1.091, -0.524, 0.577, -0.262, -0.044, -1.102, -0.249, 0.576, 0.368, 0.987, 0.509, -0.082, 0.494, 0.380, 0.450, 0.409, 0.303, 0.437, -1.056, 0.461, -1.099, -1.500, 2.150, -0.322, -0.720, -1.075, -0.234, 0.526, 0.306, 0.297, 0.328, 0.421, 0.351, 0.177, 0.117, 0.278, 0.181, 0.404, 0.362, 0.403, -0.441, -0.476, 0.035, 0.377, -0.719, 0.575, -0.658, -0.447, -0.367, -0.254, 0.093, 0.283, 0.325, 0.289, 0.148, 0.469, 0.381, 0.399, -0.025, -0.140, -0.023, -0.363, -0.759, -0.347, -0.715, 0.879, 0.099, -0.158, -0.582, 0.351, 0.391, 0.350, 0.399]
}

=====

{
  "formula": "C5H7ClN4O2",
  "method": "the ωB97M-V functional and the def2-TZVPD basis",
  "lumo_energy_ha": -0.0098,
  "orbital_gap_ev": 9.995,
  "fmax_ev_per_a": 4.784,
  "e_above_lowest_ev": 0.538,
  "symbols": ["C", "C", "C", "C", "C", "N", "N", "N", "N", "O", "O", "Cl", "H", "H", "H", "H", "H", "H", "H"],
  "coordinates": [[-1.88, 1.80, 0.01], [-1.22, 0.63, 0.43], [1.40, -1.53, -1.49], [-1.99, -0.44, 1.15], [1.58, -1.42, -0.23], [-1.02, 2.64, -0.52], [0.10, 2.07, -0.42], [0.11, 0.85, 0.19], [2.27, -0.40, 0.48], [2.05, -0.50, 1.68], [3.00, 0.43, 0.00], [-2.17, -1.84, 0.06], [-2.95, 1.85, -0.06], [0.90, -2.41, -1.92], [1.02, 2.41, -0.81], [1.90, -0.98, -2.32], [-3.00, -0.14, 1.42], [-1.45, -0.74, 2.02], [1.33, -2.28, 0.33]],
  "mulliken_charge": [-0.204, 0.126, -0.620, -0.447, -0.057, -0.780, 0.207, -0.075, 1.038, -0.576, -0.616, -0.195, 0.387, 0.259, 0.269, 0.245, 0.334, 0.303, 0.400]
}

=====

{
  "formula": "C51H45CdN5O4S3Te",
  "method": "the ωB97M-V functional and the def2-TZVPD basis",
  "lumo_energy_ha": -0.0338,
  "orbital_gap_ev": 5.675,
  "fmax_ev_per_a": 0.870,
  "e_above_lowest_ev": 0.695,
  "symbols": ["Cd", "C", "C", "C", "C", "C", "C", "H", "H", "H", "H", "H", "H", "O", "C", "O", "C", "C", "C", "N", "C", "C", "C", "O", "O", "H", "H", "H", "N", "S", "N", "S", "N", "S", "N", "C", "C", "C", "C", "C", "C", "C", "C", "C", "C", "C", "C", "C", "C", "C", "C", "C", "C", "C", "C", "C", "C", "C", "C", "C", "C", "C", "C", "C", "C", "C", "C", "C", "C", "C", "C", "H", "H", "H", "H", "H", "H", "H", "H", "H", "H", "H", "H", "H", "H", "H", "H", "H", "H", "H", "H", "H", "H", "H", "H", "H", "H", "H", "H", "H", "H", "C", "Te", "C", "H", "H", "H", "H", "H", "H"],
  "coordinates": [[0.55, 0.93, -2.13], [4.70, 2.29, -2.53], [4.21, 2.42, -1.23], [3.08, 3.19, -0.99], [2.40, 3.79, -2.04], [2.89, 3.67, -3.34], [4.04, 2.93, -3.58], [5.59, 1.71, -2.72], [4.74, 1.94, -0.41], [2.75, 3.34, 0.03], [1.52, 4.39, -1.86], [2.37, 4.15, -4.15], [4.45, 2.87, -4.58], [-4.51, -1.25, -7.09], [-4.46, -1.57, -5.89], [-5.28, -2.19, -5.15], [-3.20, -1.14, -5.15], [-2.55, -2.04, -4.31], [-1.47, -1.63, -3.58], [-1.00, -0.37, -3.59], [-1.56, 0.49, -4.46], [-2.65, 0.14, -5.25], [-0.89, 1.85, -4.64], [-1.27, 2.58, -5.53], [0.11, 2.11, -3.84], [-2.92, -3.06, -4.23], [-0.95, -2.32, -2.93], [-3.06, 0.87, -5.94], [0.94, -0.83, -0.85], [0.05, -1.68, -0.06], [0.22, -1.57, 1.60], [-0.61, -0.57, 2.41], [-0.98, 0.84, 1.94], [0.02, 1.94, 1.18], [0.02, 2.04, -0.26], [-0.60, 3.41, 1.95], [-0.32, 4.58, 1.26], [-0.76, 5.79, 1.77], [-1.49, 5.82, 2.95], [-1.78, 4.64, 3.63], [-1.33, 3.42, 3.13], [1.59, 1.66, 2.02], [1.85, 2.15, 3.30], [3.05, 1.83, 3.91], [3.97, 1.02, 3.26], [3.70, 0.54, 1.98], [2.51, 0.85, 1.35], [0.21, -0.58, 3.98], [1.37, -1.31, 4.17], [1.95, -1.30, 5.43], [1.37, -0.59, 6.47], [0.20, 0.13, 6.25], [-0.39, 0.14, 5.00], [-2.20, -1.25, 2.80], [-2.22, -2.56, 3.25], [-3.44, -3.16, 3.52], [-4.62, -2.44, 3.34], [-4.58, -1.12, 2.91], [-3.36, -0.51, 2.64], [-1.73, -1.56, -0.24], [-2.25, -0.30, -0.49], [-3.61, -0.15, -0.68], [-4.45, -1.25, -0.59], [-3.93, -2.50, -0.30], [-2.56, -2.67, -0.11], [0.43, -3.41, -0.20], [1.13, -3.75, -1.35], [1.43, -5.08, -1.58], [1.03, -6.05, -0.67], [0.36, -5.69, 0.50], [0.07, -4.36, 0.74], [0.23, 4.53, 0.32], [-0.55, 6.71, 1.23], [-1.84, 6.77, 3.34], [-2.35, 4.67, 4.55], [-1.56, 2.50, 3.64], [1.14, 2.79, 3.80], [3.26, 2.21, 4.90], [4.91, 0.78, 3.74], [4.43, -0.09, 1.47], [2.27, 0.47, 0.37], [1.80, -1.85, 3.34], [2.86, -1.87, 5.60], [1.83, -0.59, 7.45], [-0.26, 0.68, 7.07], [-1.31, 0.68, 4.82], [-1.29, -3.11, 3.38], [-3.48, -4.18, 3.86], [-5.57, -2.91, 3.53], [-5.50, -0.56, 2.78], [-3.30, 0.52, 2.28], [-1.61, 0.57, -0.55], [-4.01, 0.83, -0.91], [-5.51, -1.14, -0.77], [-4.58, -3.37, -0.23], [-2.17, -3.65, 0.08], [1.42, -2.96, -2.04], [1.96, -5.36, -2.48], [1.24, -7.10, -0.86], [0.06, -6.45, 1.21], [-0.42, -4.07, 1.66], [4.20, -1.06, -4.45], [2.22, -0.30, -4.34], [2.48, 1.04, -5.95], [4.92, -0.25, -4.28], [4.35, -1.51, -5.43], [4.32, -1.82, -3.67], [2.25, 0.52, -6.88], [3.50, 1.39, -5.95], [1.78, 1.87, -5.80]],
  "mulliken_charge": [1.256, -0.380, -0.291, -0.143, -0.604, -0.351, -0.609, 0.448, 0.460, 0.384, 0.219, 0.357, 0.601, -0.710, 0.146, -0.719, 0.451, -0.729, -0.762, 0.768, 0.275, -0.617, 0.027, -0.712, -0.352, 0.483, 0.408, 0.587, -0.609, 2.156, -0.436, 0.810, -0.214, 1.927, -0.946, 0.062, -0.679, -0.695, -0.646, -0.835, -0.036, 0.262, -0.547, -0.836, -0.853, -1.157, -0.086, 0.749, -0.132, -0.841, -0.629, -0.801, -0.629, 0.902, -0.919, -0.839, -0.645, -0.800, -0.062, 0.996, 0.616, -1.129, -0.804, -1.128, -0.393, 0.232, -0.744, -0.839, -0.681, -0.838, -0.018, 0.427, 0.453, 0.395, 0.458, 0.281, 0.505, 0.447, 0.422, 0.552, 0.822, 0.516, 0.481, 0.430, 0.464, 0.153, 0.173, 0.460, 0.426, 0.499, 0.484, -0.406, 0.568, 0.493, 0.466, 0.503, 0.539, 0.463, 0.402, 0.453, 0.299, -1.053, 0.408, -1.084, 0.261, 0.366, 0.295, 0.464, 0.295, 0.260]
}

=====

{
  "formula": "CH11O7",
  "method": "the ωB97M-V functional and the def2-TZVPD basis",
  "lumo_energy_ha": 0.1253,
  "orbital_gap_ev": 9.314,
  "fmax_ev_per_a": 1.368,
  "e_above_lowest_ev": 0.365,
  "total_charge": -1,
  "symbols": ["O", "C", "O", "H", "H", "H", "O", "H", "H", "O", "H", "H", "O", "H", "H", "O", "H", "H", "O"],
  "coordinates": [[1.39, 0.10, -1.64], [1.25, -1.06, -1.19], [1.16, -1.35, 0.03], [1.34, -1.90, -1.90], [-1.78, 0.52, -1.28], [-2.63, 1.70, -1.62], [-1.89, 1.19, -1.98], [1.61, -0.28, 1.45], [1.45, 1.17, 2.11], [1.66, 0.25, 2.27], [1.01, 1.28, -0.48], [1.11, 2.85, -0.61], [0.98, 2.14, 0.02], [-1.23, -1.86, 0.68], [-0.26, -2.85, 1.02], [-1.21, -2.77, 1.02], [-1.68, 0.73, 1.23], [-0.68, 0.10, 0.26], [-1.59, 0.01, 0.59]],
  "mulliken_charge": [-0.710, 0.001, -0.651, 0.412, 0.386, 0.274, -0.654, 0.395, 0.307, -0.685, 0.404, 0.240, -0.644, 0.363, 0.334, -0.719, 0.268, 0.361, -0.681]
}

=====

{
  "formula": "C5H14",
  "method": "the ωB97M-V functional and the def2-TZVPD basis",
  "lumo_energy_ha": 0.0419,
  "orbital_gap_ev": 12.409,
  "fmax_ev_per_a": 1.583,
  "e_above_lowest_ev": 0.450,
  "symbols": ["C", "C", "H", "H", "H", "H", "H", "H", "C", "C", "C", "H", "H", "H", "H", "H", "H", "H", "H"],
  "coordinates": [[1.02, 2.18, -0.71], [-0.42, 2.38, -1.21], [1.71, 2.72, -1.36], [1.18, 2.69, 0.25], [1.18, 1.14, -0.47], [-1.13, 1.71, -0.76], [-0.40, 2.44, -2.29], [-0.83, 3.31, -0.90], [-0.03, -1.13, 0.42], [-0.84, -2.16, -0.34], [0.30, -1.65, 1.83], [0.92, -0.95, -0.07], [-0.46, -0.13, 0.53], [-0.99, -1.84, -1.37], [-0.65, -1.98, 2.26], [1.01, -2.47, 1.85], [-1.86, -2.23, 0.07], [-0.41, -3.15, -0.22], [0.68, -0.87, 2.47]],
  "mulliken_charge": [-0.496, -0.889, 0.351, 0.249, -0.038, 0.310, 0.255, 0.321, 0.211, -1.271, -1.327, 0.174, 0.112, 0.336, 0.317, 0.349, 0.336, 0.338, 0.363]
}

=====

{
  "formula": "C14H28N2O4S3W",
  "method": "the ωB97M-V functional and the def2-TZVPD basis",
  "lumo_energy_ha": [-0.1941, -0.2244],
  "multiplicity": 3,
  "orbital_gap_ev": [7.259, 9.004],
  "fmax_ev_per_a": 1.490,
  "e_above_lowest_ev": 0.000,
  "total_charge": 2,
  "s2": 2.01,
  "symbols": ["W", "C", "C", "S", "C", "C", "S", "C", "C", "S", "H", "H", "H", "H", "H", "H", "H", "H", "H", "H", "H", "H", "O", "O", "C", "C", "C", "C", "C", "C", "N", "H", "H", "H", "H", "H", "H", "H", "H", "H", "H", "H", "N", "C", "C", "O", "O", "H", "H", "H", "H", "H"],
  "coordinates": [[-0.17, 0.98, -0.97], [0.92, -2.03, 0.18], [-0.58, -2.26, 0.04], [-1.70, -0.79, -0.03], [-2.63, -1.25, -1.55], [-1.81, -1.51, -2.80], [-0.68, -0.16, -3.31], [0.82, -1.10, -3.68], [1.39, -1.89, -2.52], [1.70, -0.90, -1.02], [1.41, -3.00, 0.10], [1.18, -1.64, 1.15], [-0.92, -2.88, 0.87], [-0.80, -2.82, -0.87], [-3.34, -0.44, -1.68], [-3.20, -2.15, -1.31], [-2.51, -1.68, -3.62], [-1.22, -2.41, -2.72], [1.52, -0.35, -4.04], [0.63, -1.78, -4.52], [2.35, -2.31, -2.84], [0.77, -2.74, -2.25], [-0.67, 2.34, -0.08], [1.24, 1.10, 0.92], [1.21, 0.73, 2.11], [2.28, 1.16, 3.06], [3.06, -0.02, 3.66], [2.36, -0.73, 4.82], [1.07, -1.45, 4.45], [-0.02, -0.53, 3.91], [0.23, -0.08, 2.54], [1.83, 1.75, 3.86], [2.94, 1.82, 2.51], [4.02, 0.37, 4.02], [3.30, -0.75, 2.88], [2.15, 0.00, 5.61], [3.05, -1.45, 5.25], [0.67, -1.95, 5.33], [1.28, -2.23, 3.71], [-0.14, 0.35, 4.55], [-0.98, -1.04, 3.89], [-0.39, -0.30, 1.77], [-3.24, 3.94, -3.30], [-1.74, 4.00, -3.41], [-1.14, 2.80, -2.70], [0.08, 2.69, -2.64], [-1.94, 1.95, -2.19], [-3.69, 4.74, -3.74], [-3.50, 3.90, -2.31], [-3.58, 3.07, -3.70], [-1.40, 4.92, -2.94], [-1.46, 4.01, -4.46]],
  "mulliken_charge": [1.213, 0.300, -0.965, -0.238, -0.777, -0.809, 0.001, -0.832, -0.672, -0.033, 0.703, -0.698, 0.536, 0.557, 0.397, 0.595, 0.584, 0.471, 0.430, 0.479, 0.510, 0.386, -0.561, -0.729, 0.911, -1.045, -0.552, -0.691, -0.480, -0.883, 0.060, 0.405, 0.388, 0.389, 0.275, 0.315, 0.346, 0.361, 0.254, 0.368, 0.430, -0.119, -0.252, -0.743, 0.987, -0.627, -0.717, 0.369, 0.340, 0.326, 0.379, 0.354]
}